This record from the OMol25 dataset describes a molecular structure, C28H25BrIrOSi at a distorted geometry. The level of theory is ωB97M-V/def2-TZVPD.

Structure (XYZ):
```
57
Properties=species:S:1:pos:R:3:mulliken_spin:R:1
C -2.07 -0.90 -0.88 0.068
C -2.13 -1.41 0.47 0.072
C -1.96 -0.30 1.37 0.320
H -2.30 -2.43 0.77 0.015
C -1.81 0.90 0.59 0.106
C -1.84 0.53 -0.81 -0.001
H -1.83 1.23 -1.64 0.011
H -2.18 -1.47 -1.80 0.031
H -1.96 -0.36 2.45 -0.045
H -1.70 1.92 0.97 0.007
Ir -0.24 -0.44 0.01 1.963
Br 1.53 -0.38 -1.56 0.266
C 2.73 0.67 -4.78 0.285
C 1.64 1.47 -5.23 -0.017
C 0.64 0.59 -5.76 0.409
H 1.58 2.55 -5.19 -0.001
C 1.12 -0.75 -5.64 -0.044
C 2.41 -0.70 -5.02 0.308
H 3.05 -1.55 -4.79 0.012
H 3.65 1.04 -4.32 0.014
H -0.31 0.89 -6.19 0.028
H 0.61 -1.65 -5.96 -0.001
O 1.06 -0.95 1.39 0.220
Si 1.00 -0.87 3.02 -0.083
C -0.23 -1.77 4.12 0.012
C -1.11 -2.75 3.63 -0.008
C -2.02 -3.41 4.49 0.004
C -2.02 -3.12 5.86 0.002
C -1.12 -2.18 6.38 0.002
C -0.23 -1.52 5.51 0.006
C 2.64 -1.50 3.62 -0.012
C 2.80 -2.50 4.58 0.001
C 4.09 -2.94 4.96 -0.004
C 5.22 -2.37 4.36 0.007
C 5.06 -1.40 3.36 -0.002
C 3.78 -0.98 2.98 0.011
C 0.72 0.93 3.43 -0.005
C -0.29 1.41 4.28 0.014
C -0.41 2.79 4.53 -0.003
C 0.47 3.69 3.91 0.005
C 1.46 3.22 3.03 -0.002
C 1.58 1.85 2.79 0.016
H -1.09 -3.03 2.57 -0.004
H -2.71 -4.15 4.08 0.002
H -2.72 -3.64 6.53 0.001
H -1.10 -1.97 7.46 0.000
H 0.47 -0.80 5.95 -0.001
H 1.93 -2.97 5.05 0.002
H 4.20 -3.72 5.71 0.000
H 6.22 -2.72 4.64 0.001
H 5.94 -0.97 2.87 0.000
H 3.69 -0.27 2.16 -0.001
H -0.97 0.73 4.78 0.004
H -1.20 3.15 5.20 0.000
H 0.36 4.77 4.09 0.001
H 2.14 3.92 2.54 0.000
H 2.35 1.50 2.10 0.009
```

The value obtained for the gap between HOMO and LUMO (alpha / beta) is 3.62 / 5.43 eV. As for the total charge: -1. For the HOMO energy (alpha / beta), the calculation gives -0.031 / -0.170 Ha. As for the multiplicity: 5.

***

This record from the OMol25 dataset describes a molecular structure, C28H25CaCl5NO at a distorted geometry. The level of theory is ωB97M-V/def2-TZVPD.

Structure (XYZ):
```
61
Properties=species:S:1:pos:R:3:nbo_charge:R:1
C -2.07 1.61 -2.06 -0.323
C -1.14 0.63 -2.49 -0.301
C -1.23 -0.48 -1.61 -0.393
H -0.51 0.68 -3.38 0.212
C -2.19 -0.17 -0.59 -0.495
C -2.74 1.12 -0.90 -0.432
H -2.55 -0.87 0.17 0.211
C 2.41 2.88 -0.94 -0.341
C 1.93 2.11 -2.03 -0.339
C 2.30 0.76 -1.84 -0.349
H 1.54 2.50 -2.96 0.196
C 2.81 0.66 -0.51 -0.185
C 3.00 1.98 0.00 -0.391
H -0.78 -1.46 -1.77 0.210
H -3.57 1.60 -0.38 0.213
H -2.30 2.54 -2.58 0.213
H 3.42 2.19 1.00 0.189
H 2.18 -0.08 -2.52 0.192
H 2.52 3.95 -0.91 0.199
Ca -0.55 1.30 0.63 1.725
C 2.74 -0.63 0.33 -0.037
C 3.68 -0.61 1.55 -0.611
C 2.85 -1.90 -0.50 -0.609
H 4.68 -0.39 1.16 0.226
H 3.69 -1.59 2.08 0.189
H 3.41 0.14 2.30 0.206
H 3.84 -1.92 -0.97 0.216
H 2.10 -1.94 -1.29 0.220
H 2.74 -2.81 0.11 0.192
C 1.27 -0.46 0.80 -0.599
C 0.36 -1.26 1.76 0.761
H 0.70 -0.49 -0.17 0.308
H 1.30 0.57 1.31 0.195
O -0.62 -0.57 2.24 -0.672
N 0.60 -2.62 1.99 -0.708
C -0.67 -3.40 1.92 -0.247
H 0.97 -2.71 2.97 0.403
C -0.96 -3.77 0.51 -0.052
C -2.28 -3.95 0.06 -0.195
H -3.08 -3.73 0.76 0.213
C -2.49 -4.52 -1.21 -0.200
H -3.52 -4.73 -1.50 0.211
C -1.40 -4.85 -2.03 -0.240
H -1.60 -5.34 -2.98 0.212
C -0.10 -4.61 -1.59 -0.148
H 0.75 -4.91 -2.21 0.204
C 0.13 -4.09 -0.31 -0.230
H 1.15 -4.02 0.10 0.232
H -1.45 -2.77 2.35 0.215
H -0.54 -4.30 2.57 0.206
Cl -0.49 5.05 -1.78 0.031
C -1.14 4.94 -0.19 -0.070
C -0.96 3.76 0.53 -0.425
C -1.53 3.62 1.78 -0.153
Cl -1.52 2.10 2.71 -0.078
C -2.20 4.66 2.44 0.000
Cl -2.83 4.35 4.01 0.008
C -2.42 5.85 1.73 -0.158
Cl -3.43 7.02 2.45 0.033
C -1.90 5.99 0.40 -0.092
Cl -2.31 7.38 -0.50 0.031
```

The value obtained for the gap between HOMO and LUMO is 5.52 eV. As for the total charge: -1. For the HOMO energy, the calculation gives -0.128 Ha.

***

This record from the OMol25 dataset describes a molecular structure, C28H25CdF5N3S at a distorted geometry. The level of theory is ωB97M-V/def2-TZVPD.

Structure (XYZ):
```
63
Properties=species:S:1:pos:R:3:nbo_charge:R:1
Cd 0.21 -0.32 -0.07 1.351
C 3.38 -0.88 -0.72 -0.605
C 2.53 -1.76 0.20 0.001
C 3.34 -2.90 0.77 -0.232
C 3.06 -3.40 1.99 -0.238
C 2.09 -2.77 2.80 -0.403
C 1.63 -1.52 2.39 0.143
N 2.02 -0.91 1.27 -0.707
C 0.63 -0.80 3.19 0.213
C 0.23 -1.17 4.48 -0.225
C -0.81 -0.49 5.07 -0.180
C -1.39 0.60 4.42 -0.273
C -0.89 0.95 3.17 0.245
N 0.05 0.22 2.57 -0.482
C -1.28 2.15 2.42 0.148
C -2.27 3.04 2.84 -0.247
C -2.46 4.21 2.11 -0.160
C -1.68 4.44 0.99 -0.258
C -0.76 3.47 0.60 0.251
C 0.09 3.64 -0.62 -0.654
N -0.58 2.36 1.30 -0.440
H 4.11 -0.35 -0.10 0.215
H 3.92 -1.47 -1.45 0.194
H 2.74 -0.15 -1.23 0.199
H 4.12 -3.31 0.15 0.189
H 3.59 -4.27 2.37 0.192
H 1.79 -3.22 3.72 0.190
H 0.72 -1.98 5.00 0.219
H -1.17 -0.78 6.05 0.207
H -2.18 1.16 4.90 0.206
H -2.87 2.84 3.71 0.209
H -3.21 4.92 2.42 0.210
H -1.79 5.35 0.42 0.214
H 0.84 4.41 -0.46 0.219
H 0.59 2.69 -0.84 0.245
H -0.52 3.94 -1.47 0.227
F -5.07 4.47 -2.69 -0.310
C -4.03 3.61 -2.78 0.211
C -3.66 2.82 -1.69 0.303
F -4.36 2.92 -0.54 -0.315
C -2.60 1.95 -1.80 0.266
F -2.30 1.16 -0.73 -0.329
C -1.80 1.83 -2.96 -0.277
S -0.42 0.86 -3.03 -0.395
C -2.24 2.62 -4.06 0.294
F -1.58 2.55 -5.23 -0.305
C -3.31 3.48 -3.97 0.264
F -3.69 4.22 -5.04 -0.308
C 1.55 -2.30 -3.04 -0.604
C 1.23 -3.13 -1.79 -0.122
C 2.17 -4.34 -1.74 -0.602
C -0.20 -3.67 -1.94 -0.593
C 1.27 -2.34 -0.48 -0.569
H 1.22 -2.83 -3.93 0.194
H 2.62 -2.14 -3.14 0.196
H 1.05 -1.34 -3.00 0.229
H 2.01 -4.98 -2.61 0.191
H 1.99 -4.93 -0.84 0.208
H 3.21 -4.03 -1.74 0.198
H -0.31 -4.24 -2.86 0.192
H -0.92 -2.85 -1.96 0.216
H -0.45 -4.32 -1.10 0.195
H 0.81 -2.98 0.29 0.186
```

The energy above the lowest of the compared OMol25 structures with the same formula, charge and spin comes out at 203.3 kJ/mol. The value obtained for the gap between HOMO and LUMO is 5.76 eV. As for the total charge: -1. For the HOMO energy, the calculation gives -0.129 Ha.

***

This record from the OMol25 dataset describes a molecular structure, C28H25CeN3OP2S at a distorted geometry. The level of theory is ωB97M-V/def2-TZVPD.

Structure (XYZ):
```
61
Properties=species:S:1:pos:R:3:lowdin_charge:R:1
Ce 3.09 -0.79 -0.80 0.946
C 0.06 0.07 -1.73 -0.170
N 0.43 -0.14 -0.28 -0.548
P -0.09 1.17 0.86 1.111
C -1.77 1.79 0.32 -0.397
C -2.01 2.42 -0.88 -0.103
C -3.32 2.68 -1.22 -0.081
C -4.37 2.35 -0.38 -0.100
C -4.10 1.85 0.86 -0.096
C -2.79 1.51 1.17 -0.149
C 0.91 2.65 0.34 -0.359
C 1.84 2.81 -0.66 -0.097
C 2.53 4.02 -0.90 -0.054
C 2.37 5.09 -0.06 -0.070
C 1.41 4.95 0.96 -0.088
C 0.71 3.80 1.12 -0.130
P 0.48 -1.83 0.11 0.966
C 0.35 -1.98 1.85 -0.379
C -0.81 -1.75 2.64 -0.087
C -0.70 -1.78 4.00 -0.079
C 0.49 -2.25 4.58 -0.064
C 1.61 -2.51 3.82 -0.049
C 1.58 -2.26 2.45 -0.112
C -0.99 -2.47 -0.82 -0.325
C -0.76 -3.55 -1.71 -0.097
C -1.80 -4.21 -2.34 -0.056
C -3.11 -3.70 -2.11 -0.050
C -3.32 -2.67 -1.21 -0.100
C -2.30 -2.07 -0.60 -0.123
H -1.00 0.20 -1.84 0.070
H 0.27 -0.70 -2.39 0.061
H 0.54 0.99 -2.03 0.036
H -1.21 2.72 -1.62 0.138
H -3.52 2.96 -2.28 0.124
H -5.39 2.47 -0.72 0.107
H -5.00 1.57 1.52 0.134
H -2.57 1.02 2.16 0.109
H 2.05 2.09 -1.44 0.029
H 3.28 3.99 -1.69 0.109
H 2.84 6.01 -0.30 0.099
H 1.18 5.81 1.56 0.101
H 0.02 3.71 1.98 0.110
H -1.78 -1.57 2.14 0.097
H -1.55 -1.57 4.59 0.095
H 0.48 -2.24 5.69 0.123
H 2.57 -2.77 4.28 0.116
H 2.43 -2.41 1.87 0.039
H 0.24 -4.00 -1.87 0.110
H -1.51 -5.11 -2.92 0.121
H -3.98 -4.13 -2.53 0.090
H -4.33 -2.45 -0.85 0.118
H -2.49 -1.28 0.19 0.112
S 2.06 1.26 -4.60 0.593
C 3.11 1.12 -3.40 -0.999
N 3.82 0.97 -2.43 -0.077
C 4.16 -0.23 0.98 -0.291
H 5.03 0.35 1.50 0.004
H 3.39 -0.88 1.61 -0.054
O 3.49 -4.78 -2.62 0.090
C 3.79 -3.73 -2.14 -0.466
N 3.92 -2.60 -1.76 -0.110
```

The energy above the lowest of the compared OMol25 structures with the same formula, charge and spin comes out at 188.5 kJ/mol. The value obtained for the gap between HOMO and LUMO (alpha / beta) is 7.26 / 7.26 eV. As for the total charge: 0. For the HOMO energy (alpha / beta), the calculation gives -0.282 / -0.282 Ha.

***

This record from the OMol25 dataset describes 2 unconnected molecules or ions with the total composition C28H25Cl2N2O2 at a distorted geometry. The level of theory is ωB97M-V/def2-TZVPD.

Structure (XYZ):
```
59
Properties=species:S:1:pos:R:3:nbo_charge:R:1
Cl 9.29 2.61 -2.71 0.075
C 7.77 2.37 -1.96 0.016
C 7.72 1.81 -0.66 -0.237
C 6.48 1.55 -0.09 -0.130
C 5.26 1.82 -0.78 -0.143
C 3.98 1.63 -0.14 -0.006
C 2.75 1.69 -0.76 -0.288
C 1.52 1.64 -0.05 -0.048
C 0.31 2.16 -0.70 -0.140
C -0.60 3.03 -0.06 -0.136
C -1.74 3.51 -0.72 -0.235
C -1.97 3.14 -2.06 0.000
Cl -3.33 3.76 -2.90 0.071
C -1.06 2.30 -2.73 -0.228
C 0.08 1.86 -2.06 -0.145
C 5.36 2.34 -2.09 -0.135
C 6.59 2.61 -2.68 -0.236
H 8.65 1.58 -0.14 0.248
H 6.43 1.15 0.93 0.226
H 3.99 1.26 0.88 0.213
H 2.71 1.78 -1.85 0.225
H 1.57 1.73 1.04 0.236
H -0.41 3.32 0.98 0.225
H -2.42 4.21 -0.23 0.246
H -1.22 2.06 -3.78 0.247
H 0.77 1.19 -2.57 0.239
H 4.45 2.57 -2.65 0.220
H 6.66 2.98 -3.71 0.246
H 1.14 0.06 0.36 0.198
C 0.92 -1.13 0.61 -0.356
H 1.91 -1.63 0.52 0.219
C 0.47 -1.36 1.99 -0.270
C -0.79 -1.82 2.29 0.061
N -1.65 -2.24 1.31 -0.379
C -3.02 -2.53 1.64 0.075
C -3.57 -3.82 1.52 -0.200
C -4.89 -4.06 1.88 -0.236
C -5.72 -2.97 2.26 0.324
O -7.02 -3.24 2.55 -0.487
C -7.93 -2.14 2.86 -0.260
C -5.19 -1.66 2.31 -0.247
C -3.84 -1.47 2.06 -0.215
C -1.22 -2.28 0.01 0.144
C -0.04 -1.70 -0.38 -0.229
C 0.21 -1.66 -1.83 0.662
N 1.41 -1.07 -2.25 -0.854
O -0.64 -2.02 -2.65 -0.595
H 1.16 -1.19 2.80 0.227
H -1.19 -1.90 3.29 0.233
H -2.94 -4.65 1.19 0.232
H -5.31 -5.06 1.88 0.242
H -8.88 -2.63 3.06 0.216
H -7.60 -1.57 3.74 0.185
H -8.04 -1.46 2.00 0.187
H -5.81 -0.80 2.57 0.223
H -3.40 -0.47 2.13 0.221
H -1.94 -2.76 -0.65 0.257
H 2.22 -1.16 -1.63 0.386
H 1.61 -1.27 -3.21 0.408
```

The energy above the lowest of the compared OMol25 structures with the same formula, charge and spin comes out at 245.3 kJ/mol. The value obtained for the gap between HOMO and LUMO is 4.95 eV. As for the total charge: +1. For the HOMO energy, the calculation gives -0.377 Ha.

***

This record from the OMol25 dataset describes a molecular structure, C28H25Cl5LaNO at a distorted geometry. The level of theory is ωB97M-V/def2-TZVPD.

Structure (XYZ):
```
61
Properties=species:S:1:pos:R:3:nbo_charge:R:1
C 1.69 1.12 3.01 -0.391
C 1.13 2.11 2.15 -0.364
C -0.28 1.89 2.09 -0.365
H 1.67 2.92 1.65 0.237
C -0.59 0.77 2.92 -0.375
C 0.63 0.29 3.48 -0.357
H -1.60 0.40 3.12 0.230
C 3.45 -0.53 -0.39 -0.350
C 3.21 0.87 -0.30 -0.366
C 2.18 1.21 -1.23 -0.367
H 3.74 1.59 0.34 0.239
C 1.73 0.00 -1.85 -0.178
C 2.55 -1.07 -1.35 -0.335
H -1.00 2.52 1.57 0.239
H 0.73 -0.55 4.16 0.243
H 2.74 1.02 3.27 0.248
H 2.53 -2.10 -1.73 0.229
H 1.85 2.22 -1.51 0.239
H 4.21 -1.08 0.16 0.248
La 0.93 -0.25 0.82 1.854
C 0.72 -0.11 -2.98 -0.053
C 1.39 -0.90 -4.11 -0.594
C 0.31 1.28 -3.49 -0.611
H 2.35 -0.45 -4.36 0.228
H 0.76 -0.91 -5.01 0.202
H 1.57 -1.95 -3.82 0.213
H 1.19 1.78 -3.91 0.228
H -0.11 1.90 -2.70 0.218
H -0.44 1.18 -4.29 0.204
C -0.55 -0.91 -2.55 -0.483
C -1.46 -0.23 -1.56 0.737
H -0.27 -1.88 -2.10 0.258
H -1.15 -1.15 -3.44 0.212
O -1.01 0.17 -0.43 -0.753
N -2.76 -0.12 -1.81 -0.569
C -3.73 0.12 -0.70 -0.224
H -3.14 -0.57 -2.63 0.410
C -3.75 1.55 -0.26 -0.051
C -3.95 1.86 1.09 -0.219
H -4.08 1.05 1.81 0.214
C -3.98 3.19 1.51 -0.145
H -4.12 3.43 2.56 0.214
C -3.81 4.22 0.57 -0.233
H -3.83 5.27 0.89 0.221
C -3.61 3.91 -0.78 -0.201
H -3.47 4.69 -1.52 0.218
C -3.59 2.57 -1.19 -0.210
H -3.46 2.30 -2.24 0.213
H -3.45 -0.53 0.14 0.222
H -4.71 -0.20 -1.07 0.219
Cl 4.13 -1.37 3.07 0.026
C 3.06 -2.69 2.75 0.019
C 1.95 -2.48 1.95 -0.476
C 1.11 -3.51 1.62 -0.070
Cl -0.25 -3.14 0.54 0.019
C 1.31 -4.82 2.13 -0.084
Cl 0.24 -6.08 1.75 0.042
C 2.43 -5.04 2.97 -0.113
Cl 2.71 -6.59 3.62 0.060
C 3.32 -3.98 3.28 -0.118
Cl 4.67 -4.24 4.29 0.054
```

The value obtained for the gap between HOMO and LUMO is 8.08 eV. As for the total charge: 0. For the HOMO energy, the calculation gives -0.297 Ha.

***

This record from the OMol25 dataset describes 4 unconnected molecules or ions with the total composition C28H25F31NO7S at a distorted geometry. The level of theory is ωB97M-V/def2-TZVPD.

Structure (XYZ):
```
93
Properties=species:S:1:pos:R:3:lowdin_charge:R:1
C -0.82 -3.02 -0.39 -0.073
C 0.66 -2.93 -0.76 -0.367
C 1.49 -3.69 0.28 -0.049
C 1.15 -1.49 -0.97 -0.071
O 0.26 -0.44 -0.46 0.030
C -0.19 0.41 -1.35 -0.462
O 0.50 1.12 -2.01 0.175
C -1.68 0.53 -1.55 -0.017
C -2.13 1.30 -2.63 0.095
C -3.50 1.46 -2.84 0.050
N -4.37 0.86 -2.01 0.138
C -3.97 0.13 -0.96 -0.203
S -5.27 -0.53 0.08 0.801
O -4.87 -0.25 1.41 -0.214
O -6.50 -0.02 -0.43 -0.228
C -5.25 -2.40 -0.07 -0.466
F -5.61 -2.81 1.14 0.167
F -4.02 -2.84 -0.33 0.144
C -6.25 -3.00 -1.11 -0.398
F -6.04 -4.32 -1.06 0.190
F -7.49 -2.75 -0.73 0.202
C -6.02 -2.58 -2.58 -0.578
F -6.36 -1.31 -2.79 0.176
F -4.75 -2.74 -2.91 0.196
F -6.76 -3.35 -3.35 0.228
C -2.62 -0.06 -0.71 0.082
H -1.43 -2.80 -1.27 0.075
H -1.06 -4.00 0.00 0.091
H -1.06 -2.31 0.39 0.067
H 0.76 -3.43 -1.71 0.133
H 2.50 -3.30 0.40 0.076
H 0.97 -3.68 1.24 0.082
H 1.53 -4.74 -0.01 0.085
H 2.10 -1.37 -0.47 0.127
H 1.31 -1.30 -2.03 0.132
H -1.42 1.78 -3.28 0.142
H -3.88 2.05 -3.65 0.155
H -5.38 0.98 -2.16 0.175
H -2.33 -0.63 0.16 0.130
C 2.53 4.19 -2.65 -0.038
C 3.75 4.19 -1.71 -0.432
C 3.51 3.90 -0.23 -0.306
F 2.71 4.82 0.34 0.103
F 4.70 3.92 0.41 0.102
F 4.44 5.33 -1.86 0.151
F 4.54 3.17 -2.15 0.086
O 1.95 5.43 -3.01 0.055
C 0.99 6.03 -2.24 -0.542
C 1.46 7.38 -1.67 -0.286
F 2.58 7.22 -0.93 0.109
F 0.49 7.87 -0.87 0.104
F 0.53 5.21 -1.27 0.140
F -0.06 6.30 -3.05 0.137
H 2.91 3.81 -3.60 0.153
H 1.78 3.47 -2.32 0.125
H 3.07 2.91 -0.10 0.170
H 1.66 8.08 -2.48 0.179
C -4.89 -0.80 4.93 -0.051
C -3.42 -1.22 5.13 -0.436
C -3.13 -2.68 5.49 -0.311
F -3.68 -3.02 6.67 0.108
F -1.79 -2.83 5.60 0.097
F -2.82 -0.39 6.00 0.144
F -2.81 -1.03 3.91 0.079
O -5.55 -0.15 6.00 0.053
C -6.18 -0.85 6.99 -0.543
C -5.54 -0.60 8.36 -0.287
F -4.24 -0.94 8.35 0.103
F -6.17 -1.37 9.28 0.108
F -6.28 -2.16 6.71 0.152
F -7.44 -0.37 7.07 0.150
H -4.85 -0.04 4.15 0.134
H -5.48 -1.61 4.52 0.146
H -3.49 -3.35 4.71 0.171
H -5.64 0.45 8.64 0.177
C 8.43 0.03 -1.36 -0.038
C 8.11 0.87 -2.61 -0.441
C 6.64 1.11 -2.95 -0.311
F 5.98 -0.05 -3.20 0.088
F 6.57 1.87 -4.07 0.101
F 8.76 0.35 -3.68 0.139
F 8.63 2.10 -2.37 0.111
O 8.73 -1.34 -1.53 0.055
C 7.77 -2.31 -1.57 -0.547
C 7.73 -3.02 -2.93 -0.284
F 7.51 -2.14 -3.93 0.103
F 6.71 -3.91 -2.92 0.095
F 6.56 -1.83 -1.22 0.139
F 8.10 -3.25 -0.66 0.147
H 9.35 0.46 -0.98 0.151
H 7.68 0.18 -0.58 0.147
H 6.14 1.64 -2.14 0.149
H 8.67 -3.54 -3.10 0.178
```

The value obtained for the gap between HOMO and LUMO is 7.19 eV. As for the total charge: +1. For the HOMO energy, the calculation gives -0.482 Ha.

***

no.,E (hartree)
1,-4124.9730
2,-4190.5047
3,-2311.4865
4,-2877.3931
5,-2262.0496
6,-3544.6034
7,-5157.1500